# 1
DFT (ωB97M-V/def2-TZVPD) results for a molecular structure, C41H64CsFGeNO3P in a non-equilibrium geometry.

CARTESIAN COORDINATES (ANGSTROEM)
Cs (-0.34, 0.77, 0.83)
C (0.49, -0.51, 4.63)
C (0.56, 1.01, 4.49)
C (0.24, 1.65, 5.85)
C (1.97, 1.43, 4.07)
O (-0.38, 1.37, 3.50)
Ge (-0.79, 3.17, 3.12)
O (-2.18, 2.66, 1.95)
C (-3.52, 2.44, 2.32)
C (-3.72, 0.96, 2.65)
C (-4.38, 2.82, 1.11)
C (-3.95, 3.29, 3.52)
O (0.44, 3.24, 1.70)
C (0.81, 4.40, 0.99)
C (2.19, 4.12, 0.39)
C (0.90, 5.64, 1.90)
C (-0.20, 4.67, -0.13)
H (1.20, -0.87, 5.38)
H (0.73, -0.99, 3.68)
H (-0.52, -0.80, 4.92)
H (0.93, 1.28, 6.62)
H (-0.78, 1.39, 6.15)
H (0.31, 2.73, 5.80)
H (2.71, 1.09, 4.80)
H (2.04, 2.52, 3.99)
H (2.22, 1.01, 3.10)
H (-3.50, 0.35, 1.76)
H (-4.74, 0.75, 2.97)
H (-3.03, 0.65, 3.44)
H (-4.06, 2.23, 0.25)
H (-4.24, 3.87, 0.88)
H (-5.44, 2.63, 1.30)
H (-3.40, 3.00, 4.42)
H (-5.02, 3.17, 3.71)
H (-3.74, 4.34, 3.33)
H (2.91, 3.94, 1.19)
H (2.54, 4.96, -0.22)
H (2.14, 3.23, -0.24)
H (1.56, 5.43, 2.74)
H (-0.08, 5.91, 2.29)
H (1.30, 6.49, 1.33)
H (-0.17, 3.84, -0.85)
H (0.02, 5.60, -0.66)
H (-1.21, 4.71, 0.29)
C (-2.81, -4.46, -2.32)
C (-2.75, -2.98, -1.94)
C (-2.26, -2.18, -3.16)
P (-1.70, -2.41, -0.49)
C (-2.73, -2.84, 1.01)
C (-1.91, -2.58, 2.28)
C (-3.40, -4.21, 1.12)
C (-0.24, -3.49, -0.47)
C (-0.33, -4.89, -0.41)
C (0.76, -5.73, -0.52)
C (0.62, -7.23, -0.45)
C (2.01, -5.13, -0.72)
C (2.15, -3.77, -0.77)
C (1.05, -2.87, -0.59)
N (1.20, -1.54, -0.52)
C (2.41, -0.96, -0.90)
C (2.72, -0.79, -2.27)
C (1.84, -1.44, -3.30)
C (3.85, -0.07, -2.63)
C (4.70, 0.49, -1.69)
C (5.89, 1.33, -2.10)
C (4.42, 0.27, -0.34)
C (3.30, -0.46, 0.06)
C (3.07, -0.80, 1.50)
H (-3.47, -4.59, -3.18)
H (-3.18, -5.09, -1.52)
H (-1.82, -4.82, -2.60)
H (-3.76, -2.64, -1.68)
H (-1.22, -2.43, -3.37)
H (-2.31, -1.10, -2.97)
H (-2.86, -2.41, -4.04)
H (-3.53, -2.08, 0.96)
H (-1.09, -3.31, 2.35)
H (-2.54, -2.70, 3.16)
H (-1.45, -1.59, 2.35)
H (-2.66, -5.00, 1.22)
H (-4.03, -4.42, 0.25)
H (-4.04, -4.24, 2.01)
H (-1.30, -5.34, -0.30)
H (-0.42, -7.51, -0.28)
H (1.22, -7.66, 0.35)
H (0.94, -7.71, -1.38)
H (2.89, -5.76, -0.85)
H (3.14, -3.34, -0.92)
H (0.80, -1.14, -3.19)
H (1.87, -2.53, -3.18)
H (2.18, -1.20, -4.31)
H (4.08, 0.06, -3.69)
H (6.37, 0.91, -2.99)
H (6.63, 1.39, -1.30)
H (5.58, 2.35, -2.35)
H (5.09, 0.66, 0.41)
H (3.74, -0.24, 2.16)
H (3.23, -1.86, 1.66)
H (2.03, -0.61, 1.80)
F (0.14, 2.73, -8.15)
C (0.06, 2.45, -6.82)
C (1.16, 1.92, -6.18)
C (1.08, 1.64, -4.83)
C (-0.11, 1.88, -4.10)
C (-0.21, 1.60, -2.74)
C (-1.21, 2.44, -4.81)
C (-1.13, 2.72, -6.16)
H (2.07, 1.74, -6.74)
H (1.93, 1.23, -4.31)
H (0.59, 1.09, -2.21)
H (-1.11, 1.87, -2.20)
H (-2.13, 2.64, -4.28)
H (-1.96, 3.14, -6.70)

Energy: -4419.56130 Ha
LUMO energy (alpha / beta): 2.00 / 1.53 eV
Charge: -1
Relative energy (zero: lowest compared OMol25 entry of this formula, charge and spin): 11.8 kcal per mole
2S+1: 2
Orbital gap (alpha / beta): 5.66 / 5.19 eV
HOMO energy (alpha / beta): -3.6655 / -3.6653 eV
<S²>: 0.79

Atomic partial charges in e from the Löwdin method, atoms 1 to 99: 1.14 -0.03 -0.73 -0.06 -0.04 -0.52 0.88 -0.47 -0.73 -0.04 -0.04 -0.08 -0.53 -0.73 -0.03 -0.07 -0.03 0.08 0.07 0.08 0.08 0.08 0.05 0.09 0.08 0.05 0.06 0.08 0.08 0.08 0.08 0.08 0.06 0.08 0.08 0.08 0.08 0.08 0.08 0.06 0.08 0.06 0.08 0.08 -0.13 -0.55 -0.15 1.04 -0.57 -0.14 -0.12 -0.30 -0.10 -0.31 -0.08 -0.07 -0.04 -0.35 -0.04 -0.29 -0.22 -0.04 -0.03 -0.29 -0.07 -0.02 -0.21 -0.05 0.07 0.05 0.07 0.10 0.07 0.05 0.07 0.08 0.08 0.08 0.02 0.06 0.05 0.07 0.07 0.06 0.07 0.07 0.10 0.11 0.06 0.08 0.07 0.11 0.07 0.07 0.07 0.11 0.07 0.09 0.01

# 2
DFT (ωB97M-V/def2-TZVPD) results for a molecular structure, C41H65CeIN3O3P2SSi4Te in a non-equilibrium geometry.

CARTESIAN COORDINATES (ANGSTROEM)
Ce (-0.28, -0.75, 1.08)
C (3.37, 4.56, -2.01)
S (1.79, 4.90, -2.80)
C (0.54, 4.19, -1.62)
C (0.03, 2.83, -2.09)
C (-1.08, 2.38, -1.08)
N (-0.77, 1.69, 0.18)
P (-2.25, -0.22, -3.60)
C (-1.89, -0.61, -5.47)
C (-2.78, -1.25, -6.32)
C (-2.54, -1.44, -7.70)
C (-1.33, -0.99, -8.26)
C (-0.51, -0.21, -7.43)
C (-0.77, -0.05, -6.08)
C (-3.50, -1.54, -3.40)
C (-3.13, -2.85, -3.51)
C (-4.10, -3.87, -3.37)
C (-5.43, -3.56, -3.15)
C (-5.82, -2.21, -3.05)
C (-4.89, -1.19, -3.20)
P (-1.52, 1.96, 1.57)
C (-1.27, 3.68, 2.26)
C (-1.31, 3.84, 3.64)
C (-1.40, 5.05, 4.30)
C (-1.36, 6.17, 3.51)
C (-1.14, 6.13, 2.14)
C (-1.09, 4.87, 1.52)
C (-3.34, 2.25, 1.16)
C (-4.10, 3.31, 1.71)
C (-5.42, 3.52, 1.33)
C (-5.99, 2.72, 0.32)
C (-5.24, 1.73, -0.25)
C (-3.93, 1.48, 0.14)
H (3.97, 5.45, -2.11)
H (3.77, 3.69, -2.50)
H (3.20, 4.32, -0.95)
H (-0.23, 4.96, -1.69)
H (0.97, 4.08, -0.64)
H (0.84, 2.08, -2.05)
H (-0.43, 2.93, -3.05)
H (-1.80, 1.81, -1.70)
H (-1.64, 3.30, -0.86)
H (-3.74, -1.57, -5.95)
H (-3.31, -1.87, -8.28)
H (-1.09, -0.95, -9.32)
H (0.39, 0.17, -7.84)
H (0.04, 0.49, -5.58)
H (-2.08, -3.02, -3.61)
H (-3.80, -4.86, -3.43)
H (-6.19, -4.32, -3.04)
H (-6.88, -1.86, -2.91)
H (-5.18, -0.18, -3.16)
H (-1.25, 2.95, 4.29)
H (-1.69, 5.11, 5.35)
H (-1.43, 7.18, 4.02)
H (-1.09, 7.08, 1.60)
H (-0.84, 4.90, 0.45)
H (-3.73, 3.86, 2.53)
H (-5.89, 4.44, 1.73)
H (-7.04, 2.90, 0.05)
H (-5.60, 1.09, -1.03)
H (-3.33, 0.77, -0.45)
C (-2.57, -5.79, -0.24)
C (-2.04, -4.46, -0.29)
N (-2.84, -3.43, -0.18)
O (-4.18, -3.81, -0.13)
C (-0.69, -4.07, -0.31)
C (0.44, -4.80, -1.00)
N (-0.40, -3.02, 0.36)
O (0.85, -2.61, 0.25)
H (-2.99, -5.97, 0.74)
H (-1.77, -6.48, -0.47)
H (-3.38, -5.88, -0.95)
H (-4.65, -2.98, 0.14)
H (1.35, -4.44, -0.51)
H (0.50, -4.50, -2.05)
H (0.29, -5.87, -0.84)
O (2.30, 2.10, 0.10)
H (2.60, 1.26, -0.29)
H (1.35, 2.07, 0.11)
I (-2.71, -1.36, 3.08)
Te (-0.28, -1.15, -2.39)
C (1.64, -1.84, 5.18)
Si (2.45, -2.57, 3.70)
C (3.95, -3.43, 4.29)
C (1.44, -3.97, 2.89)
Si (2.65, -0.81, 2.18)
Si (4.50, -1.47, 0.86)
C (4.66, -0.43, -0.73)
C (6.26, -1.41, 1.65)
C (4.23, -3.20, 0.28)
Si (3.41, 1.31, 3.10)
C (1.85, 2.53, 3.33)
C (4.59, 2.27, 1.96)
C (4.31, 1.26, 4.82)
H (1.54, -2.53, 5.99)
H (0.77, -1.25, 4.84)
H (2.42, -1.11, 5.38)
H (4.81, -2.78, 4.43)
H (4.33, -4.20, 3.56)
H (3.81, -3.93, 5.24)
H (1.47, -4.88, 3.52)
H (1.87, -4.16, 1.94)
H (0.38, -3.66, 2.80)
H (4.57, 0.64, -0.50)
H (3.83, -0.76, -1.38)
H (5.68, -0.75, -1.19)
H (6.47, -0.33, 1.76)
H (6.98, -1.77, 0.93)
H (6.41, -1.91, 2.64)
H (3.22, -3.42, -0.02)
H (4.51, -4.00, 1.03)
H (4.90, -3.46, -0.61)
H (1.95, 3.39, 4.08)
H (0.97, 1.88, 3.65)
H (1.62, 2.96, 2.38)
H (4.08, 3.15, 1.56)
H (4.92, 1.77, 1.06)
H (5.36, 2.66, 2.58)
H (3.74, 0.97, 5.73)
H (4.65, 2.29, 4.95)
H (5.20, 0.68, 4.69)

Energy: -5271.08798 Ha
LUMO energy (alpha / beta): 3.97 / 3.97 eV
Charge: -2
Relative energy (zero: lowest compared OMol25 entry of this formula, charge and spin): 7.7 kcal per mole
2S+1: 2
Orbital gap (alpha / beta): 6.20 / 6.20 eV
HOMO energy (alpha / beta): -2.2266 / -2.2273 eV
<S²>: 0.75

Atomic partial charges in e from the Löwdin method, atoms 1 to 99: 0.09 -0.43 0.77 -0.50 -0.26 -0.34 -0.42 0.65 -0.41 -0.11 -0.09 -0.10 -0.12 -0.14 -0.52 -0.16 -0.09 -0.11 -0.11 -0.10 0.81 -0.35 -0.15 -0.11 -0.14 -0.09 -0.07 -0.29 -0.09 -0.10 -0.11 -0.11 -0.09 0.01 0.02 0.02 0.05 0.05 0.08 0.09 0.03 0.09 0.09 0.07 0.08 0.08 0.10 0.04 0.08 0.09 0.10 0.06 0.11 0.10 0.10 0.10 0.08 0.08 0.10 0.09 0.08 0.10 -0.02 -0.32 0.08 -0.09 -0.33 0.00 -0.23 -0.50 0.10 0.07 0.08 0.11 0.05 0.07 0.07 -0.09 0.03 -0.03 -0.01 0.51 -0.22 0.26 -0.24 -0.20 0.39 0.30 -0.23 -0.22 -0.24 0.43 -0.23 -0.23 -0.24 0.02 0.03 0.00 0.01

# 3
DFT (ωB97M-V/def2-TZVPD) results for a molecular structure, C41H66Cl3GeKNO7P2S2Se in a non-equilibrium geometry.

CARTESIAN COORDINATES (ANGSTROEM)
K (-1.49, 0.56, -1.56)
C (7.07, 1.72, -2.06)
C (6.48, 1.18, -0.75)
C (7.24, 1.83, 0.40)
C (6.70, -0.34, -0.69)
C (4.96, 1.45, -0.76)
C (3.99, 0.45, -0.76)
C (2.63, 0.77, -0.69)
Se (1.32, -0.62, -0.43)
C (1.26, -0.55, 1.45)
C (2.28, -0.93, 2.30)
C (2.14, -0.82, 3.69)
C (0.95, -0.26, 4.18)
C (0.04, 0.35, 3.37)
C (0.06, 0.00, 1.95)
O (-0.98, 0.16, 1.19)
C (-1.07, 1.17, 3.97)
C (-1.64, 2.20, 3.03)
C (-0.55, 1.89, 5.26)
C (-2.17, 0.19, 4.33)
C (3.24, -1.26, 4.67)
C (4.41, -0.29, 4.53)
C (2.71, -1.25, 6.15)
C (3.77, -2.69, 4.33)
C (2.18, 2.13, -0.69)
O (0.93, 2.35, -0.61)
C (3.22, 3.16, -0.75)
C (4.55, 2.77, -0.75)
C (2.87, 4.61, -0.83)
C (4.13, 5.53, -0.85)
C (1.95, 4.88, 0.41)
C (2.03, 4.93, -2.04)
H (8.16, 1.58, -2.14)
H (6.59, 1.25, -2.93)
H (6.99, 2.78, -2.18)
H (8.28, 1.58, 0.35)
H (7.19, 2.94, 0.37)
H (6.85, 1.55, 1.38)
H (7.78, -0.53, -0.83)
H (6.47, -0.80, 0.31)
H (6.24, -0.90, -1.52)
H (4.34, -0.55, -0.87)
H (3.17, -1.42, 1.87)
H (0.70, -0.37, 5.26)
H (-0.90, 3.00, 2.82)
H (-2.03, 1.83, 2.07)
H (-2.50, 2.70, 3.55)
H (0.28, 2.60, 5.02)
H (-1.34, 2.53, 5.69)
H (-0.25, 1.22, 6.06)
H (-2.59, -0.36, 3.43)
H (-1.85, -0.57, 5.04)
H (-3.06, 0.73, 4.71)
H (4.11, 0.78, 4.49)
H (5.06, -0.40, 5.41)
H (5.03, -0.50, 3.61)
H (2.35, -0.26, 6.48)
H (1.86, -1.97, 6.30)
H (3.53, -1.55, 6.81)
H (4.16, -2.75, 3.33)
H (4.59, -2.96, 5.03)
H (2.95, -3.42, 4.46)
H (5.31, 3.53, -0.76)
H (4.79, 5.35, 0.03)
H (4.72, 5.40, -1.76)
H (3.80, 6.57, -0.78)
H (2.54, 4.83, 1.34)
H (1.52, 5.88, 0.35)
H (1.13, 4.11, 0.41)
H (2.57, 4.81, -2.99)
H (1.11, 4.31, -2.04)
H (1.67, 5.99, -2.09)
C (-5.59, -2.89, -1.02)
P (-4.92, -1.33, -0.20)
C (-5.27, -1.76, 1.57)
C (-6.44, -0.27, -0.51)
C (-6.47, 1.03, 0.27)
P (-5.42, 2.43, -0.33)
C (-6.21, 2.42, -2.01)
C (-6.38, 3.82, 0.41)
H (-5.35, -3.79, -0.47)
H (-5.09, -2.95, -1.99)
H (-6.69, -2.91, -1.12)
H (-6.28, -2.08, 1.74)
H (-5.11, -0.90, 2.23)
H (-4.54, -2.54, 1.83)
H (-7.35, -0.90, -0.25)
H (-6.37, -0.14, -1.63)
H (-6.13, 0.88, 1.30)
H (-7.49, 1.44, 0.34)
H (-7.32, 2.53, -1.91)
H (-5.94, 1.53, -2.59)
H (-5.81, 3.31, -2.51)
H (-7.46, 3.59, 0.32)
H (-6.16, 4.73, -0.19)
H (-6.11, 4.00, 1.45)
O (-1.54, -2.41, 0.51)
H (-1.31, -2.47, -0.44)
H (-1.49, -1.43, 0.73)
O (-3.22, -0.78, -3.31)
H (-2.90, -1.69, -3.42)
H (-3.29, -0.41, -4.19)
O (0.47, -0.35, -3.61)
H (0.17, -1.27, -3.79)
H (1.41, -0.30, -3.90)
Cl (-2.03, 3.80, -3.43)
Ge (-0.96, 2.22, -4.82)
Cl (0.34, 3.47, -6.15)
Cl (-2.63, 1.56, -6.25)
O (0.09, -6.78, -6.61)
S (0.07, -6.66, -5.16)
O (0.95, -7.47, -4.37)
N (0.19, -5.04, -4.61)
C (-0.87, -4.66, -3.94)
S (-1.17, -3.15, -3.20)
C (-1.97, -5.69, -3.98)
C (-3.30, -5.63, -3.48)
C (-4.17, -6.66, -3.63)
C (-3.80, -7.83, -4.31)
C (-2.54, -7.95, -4.84)
C (-1.62, -6.89, -4.63)
H (-3.55, -4.67, -2.97)
H (-5.20, -6.53, -3.23)
H (-4.55, -8.57, -4.46)
H (-2.16, -8.87, -5.32)

Energy: -10121.51120 Ha
LUMO energy (alpha / beta): 3.40 / 1.89 eV
Charge: -2
Relative energy (zero: lowest compared OMol25 entry of this formula, charge and spin): 4.4 kcal per mole
2S+1: 2
Orbital gap (alpha / beta): 6.06 / 4.54 eV
HOMO energy (alpha / beta): -2.6663 / -2.6486 eV
<S²>: 0.79

Atomic partial charges in e from the Löwdin method, atoms 1 to 99: 0.46 -0.05 -0.55 -0.05 -0.08 -0.14 -0.04 -0.34 1.13 -0.43 -0.06 -0.20 -0.02 -0.11 -0.40 -0.24 -0.56 -0.07 -0.06 -0.06 -0.55 -0.08 -0.07 -0.06 -0.33 0.00 -0.06 0.02 -0.54 -0.06 -0.03 -0.05 0.09 0.10 0.07 0.07 0.09 0.09 0.08 0.11 0.09 0.08 0.11 0.10 0.09 0.08 0.09 0.09 0.07 0.06 0.10 0.08 0.07 0.09 0.07 0.09 0.07 0.10 0.06 0.05 0.08 0.09 0.08 0.08 0.08 0.08 0.09 0.08 0.09 0.09 0.08 0.10 -0.28 0.90 -0.32 -0.46 -0.49 0.86 -0.31 -0.33 0.03 0.00 0.03 0.02 0.02 0.04 0.08 0.06 0.05 0.06 0.05 0.02 0.03 0.03 0.04 0.03 -0.14 -0.03 -0.01

# 4
DFT (ωB97M-V/def2-TZVPD) results for 5 unconnected molecules or ions with the total composition C41H66N2O20S4 in a non-equilibrium geometry.

CARTESIAN COORDINATES (ANGSTROEM)
C (3.31, -1.13, 4.85)
C (2.04, -0.10, 4.66)
C (2.56, 1.15, 3.71)
N (1.36, 1.78, 3.08)
C (1.13, 1.44, 1.63)
C (1.04, -0.17, 1.40)
C (1.02, -0.72, -0.14)
C (1.32, -2.36, -0.10)
C (-0.13, -3.12, -0.42)
C (-0.57, -3.03, -2.00)
O (-1.26, -4.24, -2.51)
C (-0.20, -5.10, -3.09)
C (2.37, 2.32, 0.93)
C (3.64, 1.51, 0.28)
C (3.97, 1.92, -1.29)
C (4.32, 3.42, -1.84)
C (4.69, 3.73, -3.44)
C (4.75, 2.51, -4.58)
C (5.15, 2.73, -6.16)
C (4.36, 1.00, -4.02)
C (3.98, 0.69, -2.42)
N (1.72, 3.46, 0.12)
C (0.41, 3.68, 0.84)
O (-0.17, 4.89, 1.07)
C (-0.31, 2.25, 1.31)
C (-1.38, 1.67, 0.24)
C (-1.29, 2.14, -1.31)
C (0.03, 1.81, -2.16)
O (-1.69, 3.57, -1.55)
C (-3.10, 3.62, -2.04)
C (-3.19, 3.38, -3.70)
C (-3.59, 1.85, -4.25)
C (-3.68, 1.52, -5.86)
C (-3.34, 2.79, -6.88)
C (-2.93, 4.31, -6.33)
C (-2.87, 4.62, -4.72)
O (-1.06, 2.76, 2.51)
C (-1.80, 1.69, 3.20)
C (-3.44, 2.01, 3.31)
H (3.69, -1.59, 3.83)
H (4.21, -0.59, 5.38)
H (2.97, -2.03, 5.53)
H (1.63, 0.34, 5.68)
H (1.17, -0.71, 4.14)
H (3.35, 0.68, 2.97)
H (3.17, 1.92, 4.39)
H (1.43, 2.80, 3.26)
H (1.87, -0.82, 1.94)
H (0.01, -0.53, 1.89)
H (0.00, -0.62, -0.71)
H (1.84, -0.28, -0.85)
H (2.04, -2.69, -0.96)
H (1.64, -2.75, 0.96)
H (-1.00, -2.61, 0.21)
H (-0.11, -4.26, -0.14)
H (0.32, -2.67, -2.71)
H (-1.38, -2.15, -2.07)
H (0.82, -4.78, -2.57)
H (-0.20, -4.91, -4.25)
H (-0.46, -6.21, -2.78)
H (2.95, 3.02, 1.72)
H (3.56, 0.35, 0.33)
H (4.62, 1.79, 0.88)
H (4.33, 4.30, -1.04)
H (4.98, 4.81, -3.82)
H (6.25, 2.27, -6.27)
H (5.28, 3.87, -6.46)
H (4.48, 2.12, -6.90)
H (4.40, 0.14, -4.84)
H (3.75, -0.43, -2.13)
H (2.23, 4.35, 0.34)
H (-1.48, 0.50, 0.41)
H (-2.45, 2.08, 0.57)
H (-2.18, 1.54, -1.85)
H (-0.17, 0.83, -2.81)
H (0.18, 2.67, -2.97)
H (1.03, 1.62, -1.60)
H (-3.50, 4.73, -1.89)
H (-3.82, 2.92, -1.44)
H (-3.80, 0.95, -3.49)
H (-3.94, 0.43, -6.23)
H (-3.39, 2.52, -8.05)
H (-2.68, 5.19, -7.08)
H (-2.58, 5.65, -4.23)
H (-1.61, 0.61, 2.81)
H (-1.42, 1.70, 4.33)
H (-3.87, 1.10, 3.95)
H (-3.61, 2.97, 4.00)
H (-3.96, 2.10, 2.26)
C (0.78, -6.60, 5.04)
C (0.02, -5.33, 5.41)
O (0.94, -4.26, 5.18)
S (1.92, -4.67, 3.93)
O (1.39, -4.06, 2.73)
O (3.29, -4.51, 4.36)
O (1.56, -6.26, 3.89)
H (1.47, -6.90, 5.84)
H (0.11, -7.43, 4.80)
H (-0.31, -5.33, 6.45)
H (-0.84, -5.18, 4.75)
C (-0.53, 4.81, 5.51)
C (-1.10, 6.22, 5.40)
O (-2.17, 6.26, 6.35)
S (-1.80, 5.29, 7.61)
O (-1.25, 6.11, 8.66)
O (-2.89, 4.38, 7.81)
O (-0.57, 4.49, 6.90)
H (-1.15, 4.09, 4.97)
H (0.50, 4.75, 5.14)
H (-1.47, 6.45, 4.40)
H (-0.36, 6.97, 5.70)
C (2.96, -7.46, -0.32)
C (4.24, -8.10, -0.84)
O (3.94, -8.53, -2.16)
S (2.86, -7.50, -2.82)
O (3.58, -6.55, -3.63)
O (1.74, -8.26, -3.31)
O (2.41, -6.76, -1.44)
H (2.24, -8.21, 0.00)
H (3.15, -6.77, 0.51)
H (4.56, -8.95, -0.22)
H (5.06, -7.37, -0.90)
C (-8.10, 0.52, -4.07)
C (-7.76, -0.89, -4.53)
O (-6.58, -1.25, -3.82)
S (-6.61, -0.52, -2.36)
O (-7.10, -1.47, -1.38)
O (-5.37, 0.20, -2.19)
O (-7.79, 0.55, -2.68)
H (-7.46, 1.26, -4.57)
H (-9.15, 0.77, -4.24)
H (-7.59, -0.95, -5.61)
H (-8.55, -1.60, -4.25)

Energy: -4807.78146 Ha
LUMO energy: 0.11 eV
SMILES: CCCN[C@]1(CCCCCOC)[C@@H](Cc2ccc(C)cc2)NC(=O)[C@]1(C[C@H](C)OCc1ccccc1)OCC.O=S1(=O)OCCO1.O=S1(=O)OCCO1.O=S1(=O)OCCO1.O=S1(=O)OCCO1
Charge: 0
Relative energy (zero: lowest compared OMol25 entry of this formula, charge and spin): 603.7 kcal per mole
Orbital gap: 8.29 eV
HOMO energy: -8.1758 eV

Atomic partial charges in e from the Löwdin method, atoms 1 to 99: -0.15 -0.22 -0.23 -0.06 -0.24 -0.11 -0.18 -0.16 -0.17 -0.25 -0.26 -0.12 -0.20 -0.13 -0.15 -0.03 -0.02 -0.20 -0.14 -0.03 -0.02 0.07 -0.19 -0.03 -0.21 -0.03 -0.31 -0.06 -0.19 -0.17 -0.09 -0.02 -0.07 -0.08 -0.07 -0.03 -0.18 -0.24 -0.09 0.08 0.08 0.07 0.11 0.10 0.11 0.14 0.11 0.11 0.13 0.09 0.07 0.11 0.07 0.12 0.12 0.14 0.13 0.09 0.11 0.11 0.15 0.10 0.13 0.08 0.08 0.09 0.09 0.08 0.09 0.08 0.12 0.13 0.14 0.13 0.10 0.12 0.04 0.14 0.13 0.07 0.08 0.08 0.08 0.10 0.11 0.13 0.09 0.09 0.07 -0.17 -0.17 -0.20 0.66 -0.25 -0.24 -0.20 0.13 0.14 0.14

- The highest energy belongs to which entry?
  C41H64CsFGeNO3P